# 1
Below is one molecule with the formula C4H7NO2 at a distorted geometry, with properties calculated with ωB97M-V/def2-TZVPD.

Geometry as XYZ:
```
14
C4H7NO2 ωB97M-V/def2-TZVPD
C -1.3780 0.0154 -0.6184
C -0.2139 -0.0850 0.0239
C 0.8628 0.5422 -0.8142
C 0.1068 -0.5180 1.3974
N -1.1213 0.4243 -2.0630
O 0.2405 0.6353 -2.1002
O 1.2734 1.7451 -0.2901
H -2.3376 -0.1069 -0.1007
H 1.6890 -0.2004 -0.7932
H 0.7189 -1.4391 1.2947
H -0.9034 -0.7395 1.8149
H 0.7430 0.1996 1.8886
H -1.1645 -0.3787 -2.7302
H 0.6616 2.5398 -0.6199
```

As for the SMILES: CC1=CNO[C@H]1O. As for the calculated total energy: -361.7367 Eh. The calculation puts the relative energy (zero: lowest compared OMol25 entry of this formula, charge and spin) at 3.9225 eV. For the HOMO energy, the calculation gives -8.52 eV. The LUMO energy comes out at 0.033 Ha. The value obtained for the orbital gap is 9.4157 eV.

# 2
Below is a 2-piece molecular cluster, C4H7NO2 overall at a distorted geometry, with properties calculated with ωB97M-V/def2-TZVPD.

Geometry as XYZ:
```
14
C4H7NO2 ωB97M-V/def2-TZVPD
C 2.0750 2.2544 0.6599
C -1.0059 0.3126 -1.3095
C -0.3535 0.6292 -0.1036
C -0.0325 -0.7265 0.6515
N 2.8487 2.0585 1.5365
O 1.4576 2.3975 -0.3189
O 0.4736 0.5025 -1.3674
H -1.1359 -0.7190 -1.7150
H -1.5781 1.1062 -1.8082
H 0.7764 -0.6186 1.3689
H 0.2350 -1.3992 -0.1431
H -0.9688 -1.0275 1.2632
H 0.7040 1.3772 -1.6503
H 2.8458 1.7184 2.4512
```

As for the calculated total energy: -361.6655 Eh. The calculation puts the relative energy (zero: lowest compared OMol25 entry of this formula, charge and spin) at 5.8594 eV. For the HOMO energy, the calculation gives -7.26 eV. The LUMO energy comes out at 0.029 Ha. The value obtained for the orbital gap is 8.0462 eV.

- HOMO of number 1 (C4H7NO2)?
  -8.52 eV

- Among the records above, which one has the lowest orbital gap?
  number 2

What did the first record say?
Below is one molecule with the formula C4H7NO2 at a distorted geometry, with properties calculated with ωB97M-V/def2-TZVPD.

Geometry as XYZ:
```
14
C4H7NO2 ωB97M-V/def2-TZVPD
C -1.3780 0.0154 -0.6184
C -0.2139 -0.0850 0.0239
C 0.8628 0.5422 -0.8142
C 0.1068 -0.5180 1.3974
N -1.1213 0.4243 -2.0630
O 0.2405 0.6353 -2.1002
O 1.2734 1.7451 -0.2901
H -2.3376 -0.1069 -0.1007
H 1.6890 -0.2004 -0.7932
H 0.7189 -1.4391 1.2947
H -0.9034 -0.7395 1.8149
H 0.7430 0.1996 1.8886
H -1.1645 -0.3787 -2.7302
H 0.6616 2.5398 -0.6199
```

As for the SMILES: CC1=CNO[C@H]1O. As for the calculated total energy: -361.7367 Eh. The calculation puts the relative energy (zero: lowest compared OMol25 entry of this formula, charge and spin) at 3.9225 eV. For the HOMO energy, the calculation gives -8.52 eV. The LUMO energy comes out at 0.033 Ha. The value obtained for the orbital gap is 9.4157 eV.